No. 1
{
  "formula": "C8H10N3OS",
  "method": "wB97M-V/def2-TZVPD",
  "energy_ev": -25800.619,
  "fmax_ev_per_a": 4.1,
  "molar_mass_da": 196.3,
  "lumo_energy_ev": -4.4,
  "total_charge": 1,
  "elements": ["C", "C", "C", "C", "C", "C", "C", "C", "N", "N", "N", "O", "S", "H", "H", "H", "H", "H", "H", "H", "H", "H", "H"],
  "xyz": [[-2.79, -1.66, -1.06], [-1.38, -1.77, -0.98], [-3.34, -0.44, -0.93], [-0.65, -0.75, -0.45], [-2.54, 0.70, -0.62], [-1.28, 0.49, -0.19], [1.74, 0.94, -0.42], [-0.42, 1.65, 0.34], [3.64, 1.06, 1.90], [2.75, 0.26, -0.69], [0.93, 1.65, 0.00], [2.81, -1.34, 1.58], [3.73, -0.13, 1.02], [-3.34, -2.46, -1.53], [-0.92, -2.79, -0.99], [-4.44, -0.34, -1.14], [0.29, -0.83, -0.05], [-3.04, 1.71, -0.63], [-0.81, 2.68, 0.08], [-0.44, 1.65, 1.52], [3.22, -1.88, 2.20], [3.13, 0.19, -1.60], [3.16, 1.43, 2.65]],
  "nbo_charge": [-0.2057, -0.1759, -0.1759, -0.2390, -0.1958, -0.0544, 0.7069, -0.2673, -0.9882, -0.7905, -0.2976, -0.8847, 1.5429, 0.2318, 0.2251, 0.2344, 0.1879, 0.2300, 0.2550, 0.2500, 0.5245, 0.4560, 0.4304]
}

No. 2
{
  "formula": "C2H4N2OS",
  "method": "wB97M-V/def2-TZVPD",
  "energy_ev": -17998.391,
  "smiles": "[H]/N=N\\C(=S)OC",
  "fmax_ev_per_a": 4.8,
  "molar_mass_da": 104.1,
  "lumo_energy_ev": -0.9,
  "elements": ["H", "N", "N", "C", "S", "O", "C", "H", "H", "H"],
  "xyz": [[2.49, 1.31, -2.27], [1.91, 1.68, -1.49], [1.50, 0.98, -0.54], [1.78, -0.13, 0.08], [3.34, -0.35, 0.54], [0.83, -0.95, 0.36], [-0.58, -0.71, 0.04], [-0.92, -1.50, -0.68], [-0.70, 0.28, -0.47], [-1.09, -0.79, 0.96]],
  "nbo_charge": [0.3145, -0.2303, -0.1697, 0.3274, -0.1278, -0.4638, -0.2657, 0.2031, 0.2057, 0.2066]
}

No. 3
{
  "formula": "C29H52N8O12S",
  "method": "wB97M-V/def2-TZVPD",
  "energy_ev": -78238.525,
  "smiles": "[H]/N=C\\C[C@]1(CCSc2nnco2)C(=O)O[C@H](O)[C@H]1CC(=O)OC(C)=O.CNC(C)=O.CNC(C)=O.CNC(C)=O.CNC(C)=O.CNC(C)=O",
  "fmax_ev_per_a": 6.7,
  "molar_mass_da": 736.8,
  "lumo_energy_ev": -0.1,
  "elements": ["H", "N", "C", "C", "C", "C", "C", "S", "C", "N", "N", "C", "O", "C", "O", "O", "C", "O", "C", "C", "C", "O", "O", "C", "C", "O", "H", "H", "H", "H", "H", "H", "H", "H", "H", "H", "H", "H", "H", "H", "H", "H", "C", "N", "C", "C", "O", "H", "H", "H", "H", "H", "H", "H", "C", "N", "C", "C", "O", "H", "H", "H", "H", "H", "H", "H", "C", "N", "C", "C", "O", "H", "H", "H", "H", "H", "H", "H", "C", "N", "C", "C", "O", "H", "H", "H", "H", "H", "H", "H", "C", "N", "C", "C", "O", "H", "H", "H", "H", "H", "H", "H"],
  "xyz": [[1.88, 0.18, -2.19], [1.51, -0.46, -2.94], [2.16, -1.60, -2.89], [3.32, -1.81, -1.80], [2.88, -2.79, -0.59], [4.04, -3.75, -0.05], [5.24, -3.00, 0.72], [6.84, -3.84, 0.18], [8.06, -2.45, 0.26], [9.31, -2.32, 0.94], [9.68, -1.03, 0.62], [8.70, -0.41, -0.22], [7.63, -1.31, -0.47], [1.73, -3.88, -1.01], [2.01, -4.70, -1.90], [0.56, -3.73, -0.20], [0.98, -3.05, 1.03], [-0.17, -2.49, 1.69], [1.98, -1.95, 0.42], [2.62, -0.82, 1.37], [2.16, 0.64, 0.88], [1.00, 1.01, 1.22], [2.94, 1.51, 0.06], [4.22, 1.77, 0.62], [5.30, 2.44, -0.40], [4.55, 1.56, 1.80], [1.90, -2.43, -3.63], [3.61, -0.80, -1.32], [4.28, -2.22, -2.29], [4.48, -4.29, -0.96], [3.61, -4.54, 0.67], [5.11, -3.03, 1.85], [5.26, -1.91, 0.38], [8.71, 0.66, -0.64], [1.56, -3.82, 1.65], [0.04, -2.59, 2.65], [1.26, -1.33, -0.24], [2.15, -0.96, 2.42], [3.75, -0.84, 1.45], [5.38, 1.84, -1.37], [4.90, 3.49, -0.62], [6.30, 2.47, 0.18], [3.87, 5.76, -5.33], [4.85, 5.39, -4.34], [4.69, 5.29, -2.99], [3.33, 5.58, -2.43], [5.64, 4.97, -2.29], [3.77, 4.93, -6.04], [4.22, 6.65, -5.86], [2.89, 5.96, -4.89], [5.79, 5.18, -4.65], [3.34, 5.46, -1.35], [3.04, 6.61, -2.66], [2.59, 4.89, -2.84], [-3.12, -2.25, 0.24], [-4.30, -2.94, 0.72], [-5.18, -2.53, 1.68], [-4.91, -1.20, 2.35], [-6.14, -3.23, 1.98], [-3.24, -2.08, -0.83], [-2.26, -2.89, 0.41], [-2.97, -1.30, 0.75], [-4.54, -3.83, 0.32], [-5.69, -1.00, 3.09], [-3.95, -1.22, 2.86], [-4.93, -0.40, 1.61], [-9.85, -1.04, 3.39], [-9.59, -1.11, 4.81], [-8.78, -1.98, 5.47], [-8.05, -3.01, 4.66], [-8.67, -1.90, 6.69], [-9.56, -0.05, 3.03], [-10.92, -1.18, 3.23], [-9.30, -1.80, 2.83], [-10.05, -0.44, 5.42], [-7.44, -3.63, 5.31], [-8.76, -3.65, 4.14], [-7.39, -2.52, 3.94], [1.96, 11.58, -2.00], [2.80, 10.82, -2.90], [3.56, 9.72, -2.61], [3.54, 9.21, -1.19], [4.23, 9.19, -3.49], [0.94, 11.55, -2.39], [2.31, 12.61, -1.98], [1.97, 11.18, -0.99], [2.87, 11.11, -3.86], [4.18, 8.33, -1.11], [3.91, 9.98, -0.51], [2.52, 8.91, -0.92], [-8.46, -7.75, -0.44], [-7.29, -6.91, -0.61], [-6.32, -6.64, 0.30], [-6.43, -7.28, 1.66], [-5.39, -5.90, 0.00], [-8.42, -8.55, -1.18], [-9.35, -7.14, -0.60], [-8.50, -8.19, 0.56], [-7.16, -6.45, -1.50], [-5.58, -6.97, 2.28], [-7.35, -6.95, 2.15], [-6.41, -8.36, 1.57]],
  "lowdin_charge": [0.0321, 0.0784, -0.1835, -0.0836, -0.2754, -0.1815, -0.4348, 0.9058, -0.5438, 0.0296, -0.0203, -0.0814, -0.0742, -0.3141, 0.0943, 0.0433, -0.2818, 0.0116, -0.1482, -0.0117, -0.3291, 0.0928, 0.0390, -0.3801, 0.0204, 0.0665, 0.1262, 0.1144, 0.1352, 0.1128, 0.1333, 0.0950, 0.0712, 0.1427, 0.1751, 0.1285, 0.1595, 0.1469, 0.0988, 0.0940, 0.0741, 0.1018, -0.0748, 0.0116, -0.5409, -0.0072, 0.0033, 0.0822, 0.0856, 0.0768, 0.1423, 0.0815, 0.0677, 0.0893, -0.0694, 0.0213, -0.5402, -0.0076, 0.0103, 0.0863, 0.0645, 0.0757, 0.1079, 0.0716, 0.0847, 0.0861, -0.0817, -0.0034, -0.5530, -0.0114, 0.0178, 0.0803, 0.0799, 0.0767, 0.1376, 0.0874, 0.0883, 0.0492, -0.0798, 0.0007, -0.5534, -0.0151, 0.0204, 0.0833, 0.0838, 0.0747, 0.1411, 0.0795, 0.0877, 0.0873, -0.0813, 0.0038, -0.5380, -0.0072, 0.0183, 0.0823, 0.0830, 0.0743, 0.1412, 0.0866, 0.0865, 0.0841]
}

No. 4
{
  "formula": "C20H48ClN6O9PSi",
  "method": "wB97M-V/def2-TZVPD",
  "energy_ev": -78578.925,
  "smiles": "O=C(Cl)C[SiH2]P(O)O.CNC(C)=O.CNC(C)=O.CNC(C)=O.CNC(C)=O.CNC(C)=O.CNC(C)=O",
  "fmax_ev_per_a": 1.2,
  "molar_mass_da": 611.2,
  "lumo_energy_ev": 0.6,
  "elements": ["O", "C", "Cl", "C", "Si", "P", "O", "O", "H", "H", "H", "H", "H", "H", "C", "N", "C", "C", "O", "H", "H", "H", "H", "H", "H", "H", "C", "N", "C", "C", "O", "H", "H", "H", "H", "H", "H", "H", "C", "N", "C", "C", "O", "H", "H", "H", "H", "H", "H", "H", "C", "N", "C", "C", "O", "H", "H", "H", "H", "H", "H", "H", "C", "N", "C", "C", "O", "H", "H", "H", "H", "H", "H", "H", "C", "N", "C", "C", "O", "H", "H", "H", "H", "H", "H", "H"],
  "xyz": [[1.77, -2.67, -1.82], [1.27, -2.11, -2.75], [1.22, -2.98, -4.32], [0.69, -0.73, -2.73], [-0.73, -0.41, -3.95], [-2.63, -1.53, -3.42], [-2.69, -1.33, -1.78], [-2.30, -3.14, -3.67], [0.40, -0.52, -1.71], [1.51, -0.05, -2.97], [-0.35, -0.60, -5.35], [-1.10, 1.02, -3.79], [-2.13, -1.98, -1.34], [-1.43, -3.23, -4.09], [0.14, 0.57, 3.22], [-0.35, 0.93, 1.91], [0.36, 1.02, 0.76], [1.84, 0.71, 0.82], [-0.19, 1.35, -0.29], [-0.38, -0.32, 3.58], [-0.05, 1.38, 3.93], [1.21, 0.38, 3.19], [-1.33, 1.14, 1.81], [2.26, 0.83, -0.17], [2.35, 1.39, 1.51], [2.00, -0.32, 1.15], [2.13, 3.74, 6.26], [2.42, 2.90, 5.12], [3.13, 3.19, 4.00], [3.71, 4.59, 3.89], [3.29, 2.36, 3.12], [2.52, 3.29, 7.17], [1.05, 3.84, 6.38], [2.56, 4.73, 6.14], [2.06, 1.96, 5.13], [4.24, 4.66, 2.94], [2.92, 5.34, 3.91], [4.40, 4.78, 4.70], [-5.95, 0.24, -0.83], [-4.85, 0.60, 0.05], [-4.79, 0.53, 1.40], [-6.02, 0.02, 2.13], [-3.79, 0.87, 2.01], [-5.62, -0.54, -1.51], [-6.25, 1.11, -1.41], [-6.81, -0.12, -0.26], [-4.00, 0.94, -0.38], [-5.81, 0.02, 3.19], [-6.88, 0.65, 1.93], [-6.25, -1.00, 1.82], [-3.61, -2.64, -9.87], [-2.56, -2.28, -8.95], [-2.58, -2.34, -7.59], [-3.84, -2.85, -6.93], [-1.59, -1.99, -6.95], [-3.27, -3.43, -10.55], [-3.90, -1.78, -10.48], [-4.48, -3.00, -9.34], [-1.69, -1.93, -9.32], [-3.70, -2.85, -5.86], [-4.69, -2.21, -7.18], [-4.05, -3.87, -7.25], [0.15, 0.52, 11.11], [0.05, 1.52, 10.07], [0.34, 1.40, 8.75], [0.84, 0.06, 8.27], [0.20, 2.35, 8.00], [-0.82, 0.34, 11.57], [0.84, 0.84, 11.89], [0.52, -0.42, 10.70], [-0.28, 2.44, 10.33], [1.03, 0.12, 7.20], [1.77, -0.22, 8.78], [0.10, -0.72, 8.45], [5.05, -1.55, -3.52], [4.56, -0.99, -4.76], [5.23, -0.79, -5.93], [6.68, -1.20, -5.97], [4.67, -0.30, -6.90], [4.47, -2.44, -3.26], [4.94, -0.82, -2.72], [6.10, -1.83, -3.60], [3.59, -0.69, -4.80], [7.07, -0.98, -6.96], [7.26, -0.65, -5.23], [6.79, -2.27, -5.78]],
  "lowdin_charge": [0.0467, -0.8456, 0.6483, -0.3294, 0.5305, 0.6594, -0.3782, -0.3695, 0.0568, 0.0895, -0.0651, -0.0474, 0.0496, -0.0183, -0.0794, 0.0270, -0.5405, -0.0056, 0.0014, 0.0828, 0.0790, 0.0642, 0.1130, 0.0761, 0.0484, 0.0893, -0.0765, 0.0253, -0.5341, -0.0079, 0.0093, 0.0780, 0.0697, 0.0742, 0.1214, 0.0817, 0.0851, 0.0831, -0.0708, 0.0183, -0.5496, -0.0129, 0.0175, 0.0730, 0.0840, 0.0703, 0.1382, 0.0791, 0.0821, 0.0828, -0.0790, 0.0072, -0.5352, -0.0069, -0.0120, 0.0826, 0.0827, 0.0695, 0.1405, 0.0393, 0.0880, 0.0877, -0.0753, 0.0088, -0.5372, -0.0033, 0.0171, 0.0840, 0.0836, 0.0707, 0.1406, 0.0739, 0.0862, 0.0865, -0.0741, 0.0083, -0.5550, -0.0141, 0.0336, 0.0745, 0.0850, 0.0714, 0.1214, 0.0801, 0.0820, 0.0823]
}

No. 5
{
  "formula": "C13H19F4N2O7P",
  "method": "wB97M-V/def2-TZVPD",
  "energy_ev": -51251.643,
  "fmax_ev_per_a": 7.9,
  "molar_mass_da": 422.3,
  "lumo_energy_ev": 3.8,
  "total_charge": -2,
  "elements": ["C", "P", "O", "C", "C", "F", "F", "C", "F", "F", "C", "N", "C", "O", "O", "C", "O", "C", "N", "C", "C", "C", "O", "H", "H", "H", "H", "H", "H", "H", "H", "H", "H", "H", "H", "H", "H", "H", "O", "C", "C", "O", "H", "H", "H", "H"],
  "xyz": [[2.11, -0.78, 0.37], [1.00, -0.51, -1.15], [2.02, -0.85, -2.50], [0.37, 1.33, -1.20], [1.43, 2.48, -1.51], [1.21, 3.73, -0.82], [2.72, 1.99, -1.00], [1.69, 2.84, -3.05], [0.67, 3.81, -3.43], [1.77, 1.73, -3.94], [-1.03, 1.22, -1.99], [-1.13, 1.47, -3.46], [-2.37, 1.88, -3.66], [-3.59, 2.22, -3.72], [-2.14, 1.74, -1.18], [-1.53, 2.46, -0.09], [-1.79, 3.57, 0.44], [-0.30, 1.43, 0.31], [0.52, 1.94, 1.43], [-1.10, 0.16, 0.89], [-2.32, 0.55, 1.90], [-3.79, 0.39, 1.21], [-4.69, -0.35, 2.08], [3.09, -1.28, -0.01], [2.43, 0.18, 0.91], [1.61, -1.57, 1.06], [2.93, -0.57, -2.18], [2.69, 3.41, -3.14], [-1.23, 0.07, -1.94], [1.50, 2.11, 1.19], [0.55, 1.28, 2.23], [-0.39, -0.52, 1.52], [-1.56, -0.53, 0.10], [-2.18, 1.57, 2.42], [-2.31, -0.25, 2.75], [-4.23, 1.41, 0.88], [-3.71, -0.24, 0.23], [-5.45, -0.67, 1.52], [1.55, -3.14, 1.99], [2.14, -4.22, 2.55], [1.99, -5.48, 1.58], [2.55, -6.57, 2.15], [1.74, -4.56, 3.53], [3.22, -4.15, 2.77], [2.42, -5.16, 0.61], [0.91, -5.55, 1.33]],
  "nbo_charge": [-1.0374, 1.1117, -0.9675, -0.4642, 0.6475, -0.3431, -0.3686, 0.5215, -0.3547, -0.3186, 0.2240, -0.5603, 0.8869, -0.5065, -0.5703, 0.8082, -0.5423, 0.0617, -0.8479, -0.4674, -0.4586, -0.0665, -0.7380, 0.2466, 0.2011, 0.3915, 0.4708, 0.1635, 0.2269, 0.3773, 0.3849, 0.2801, 0.2445, 0.2259, 0.2492, 0.1640, 0.1622, 0.4633, -1.0272, -0.0484, -0.0309, -1.0152, 0.0691, 0.0613, 0.0411, 0.0488]
}

No. 6
{
  "formula": "C4H11NSi2",
  "method": "wB97M-V/def2-TZVPD",
  "energy_ev": -21569.262,
  "smiles": "C=C[SiH2]C/C=N/[SiH3]",
  "fmax_ev_per_a": 4.5,
  "molar_mass_da": 129.3,
  "lumo_energy_ev": 0.9,
  "elements": ["C", "C", "Si", "C", "C", "N", "Si", "H", "H", "H", "H", "H", "H", "H", "H", "H", "H", "H"],
  "xyz": [[-1.31, -0.96, 3.03], [-0.58, -1.44, 2.09], [1.09, -0.76, 1.53], [1.04, -0.72, -0.39], [0.71, 0.57, -1.11], [0.02, 0.59, -2.22], [-0.71, 1.86, -3.10], [-2.31, -1.10, 3.27], [-0.75, -0.34, 3.71], [-1.11, -2.05, 1.31], [1.10, 0.63, 2.17], [2.22, -1.55, 1.66], [0.25, -1.52, -0.67], [2.05, -1.03, -0.61], [1.04, 1.49, -0.66], [-0.44, 3.08, -2.44], [-0.20, 1.57, -4.48], [-2.11, 1.69, -3.09]],
  "nbo_charge": [-0.3301, -0.6139, 1.1122, -0.9032, 0.2047, -0.8718, 1.1066, 0.1971, 0.1753, 0.2062, -0.1681, -0.1857, 0.2584, 0.2535, 0.1467, -0.2196, -0.1727, -0.1957]
}

No. 7
{
  "formula": "C5H5BrClN",
  "method": "wB97M-V/def2-TZVPD",
  "energy_ev": -89315.426,
  "fmax_ev_per_a": 3.6,
  "molar_mass_da": 194.5,
  "lumo_energy_ev": -0.3,
  "elements": ["C", "C", "C", "C", "C", "N", "Cl", "Br", "H", "H", "H", "H", "H"],
  "xyz": [[-1.00, -0.98, -0.29], [0.07, -0.60, -1.13], [-2.00, -0.38, 0.35], [1.04, 1.06, 0.24], [0.98, 2.50, 0.26], [1.00, 0.23, -0.91], [-3.01, -1.05, 1.48], [0.27, 3.44, -1.12], [-0.83, -2.07, -0.10], [0.39, -1.15, -2.04], [2.05, 0.96, 0.79], [0.17, 0.79, 1.10], [-2.36, 0.55, 0.07]],
  "nbo_charge": [-0.3013, 0.0879, -0.2020, -0.4649, -0.0943, -0.3966, 0.0644, 0.1196, 0.2299, 0.2086, 0.2755, 0.2620, 0.2113]
}

No. 8
{
  "formula": "C16H21N7O",
  "method": "wB97M-V/def2-TZVPD",
  "energy_ev": -29409.460,
  "smiles": "CC(/C=N/NC(=O)Cn1nnc(N)n1)=C\\c1ccc(C(C)C)cc1",
  "fmax_ev_per_a": 1.3,
  "molar_mass_da": 327.4,
  "lumo_energy_ev": 0.1,
  "elements": ["C", "C", "C", "N", "N", "C", "O", "C", "N", "N", "N", "C", "N", "N", "C", "C", "C", "C", "C", "C", "C", "C", "C", "C", "H", "H", "H", "H", "H", "H", "H", "H", "H", "H", "H", "H", "H", "H", "H", "H", "H", "H", "H", "H", "H"],
  "xyz": [[-0.07, 1.09, 0.20], [-0.06, -0.40, 0.06], [-1.35, -1.04, 0.05], [-2.43, -0.37, 0.12], [-3.61, -1.01, 0.11], [-4.79, -0.33, 0.19], [-4.90, 0.86, 0.26], [-6.00, -1.30, 0.18], [-7.22, -0.56, 0.19], [-7.91, -0.34, 1.27], [-8.92, 0.40, 0.94], [-8.80, 0.61, -0.39], [-9.72, 1.29, -1.13], [-7.73, 0.01, -0.89], [1.04, -1.17, -0.08], [2.43, -0.75, -0.08], [3.34, -1.44, -0.88], [4.67, -1.08, -0.92], [5.15, -0.04, -0.14], [6.61, 0.34, -0.19], [7.27, 0.12, 1.17], [6.78, 1.79, -0.65], [4.26, 0.63, 0.68], [2.92, 0.29, 0.72], [0.81, 1.53, -0.27], [-0.97, 1.48, -0.27], [-0.10, 1.38, 1.25], [-1.37, -2.14, -0.03], [-3.62, -2.03, 0.05], [-5.98, -1.93, 1.07], [-5.97, -1.91, -0.73], [-9.40, 1.63, -2.01], [-10.31, 1.90, -0.59], [0.89, -2.23, -0.25], [2.99, -2.26, -1.49], [5.35, -1.63, -1.56], [7.11, -0.30, -0.92], [6.83, 0.77, 1.93], [8.33, 0.34, 1.11], [7.14, -0.91, 1.49], [6.34, 2.48, 0.07], [7.84, 2.04, -0.74], [6.30, 1.95, -1.61], [4.60, 1.43, 1.32], [2.26, 0.80, 1.40]],
  "nbo_charge": [-0.6540, -0.0416, 0.0594, -0.2165, -0.4525, 0.6606, -0.5430, -0.3231, 0.0062, -0.0220, -0.3083, 0.4304, -0.8059, -0.3204, -0.1529, -0.0950, -0.1875, -0.1643, -0.0315, -0.2384, -0.5940, -0.5945, -0.1684, -0.2046, 0.2243, 0.2470, 0.2245, 0.1478, 0.3625, 0.2479, 0.2378, 0.3975, 0.3997, 0.1987, 0.2069, 0.2028, 0.2008, 0.2018, 0.2083, 0.2124, 0.2017, 0.2086, 0.2129, 0.2028, 0.2153]
}

| no. | frontier orbital gap (eV) |
| --- | --- |
| 1 | 8.1 |
| 2 | 7.8 |
| 3 | 8.9 |
| 4 | 8.5 |
| 5 | 2.0 |
| 6 | 10.0 |
| 7 | 8.0 |
| 8 | 8.3 |